ORCA calculation (ωB97M-V/def2-TZVPD) on C18H14N3NaO7P2 as an isolated structure.

Geometry as XYZ:
```
45
Properties=species:S:1:pos:R:3:nbo_charge:R:1
Na -0.04296 -0.88012 -1.04411 0.91
C -2.34403 -3.82066 1.80570 -0.27
C -1.83823 -3.07877 0.72257 0.04
N -1.39560 -1.85269 0.84542 -0.43
C -1.41682 -1.24340 2.05166 0.20
C -1.95823 -1.88996 3.19238 -0.10
C -2.40497 -3.21970 3.03124 -0.17
C -2.06836 -1.20134 4.42466 -0.30
C -1.67879 0.11178 4.46975 -0.19
C -1.11562 0.76577 3.36709 -0.35
C -0.90679 0.12508 2.13371 0.20
N -0.39768 0.63443 0.99792 -0.61
C 0.28096 1.79543 0.91265 0.20
C 0.95332 2.49845 1.92346 -0.33
C 1.61089 3.71222 1.68599 -0.19
C 1.64064 4.30152 0.44932 -0.29
C 1.04874 3.61164 -0.63491 -0.10
C 1.09019 4.10438 -1.95795 -0.17
C 0.56355 3.36772 -2.98142 -0.27
C 0.00188 2.11298 -2.68068 0.04
N -0.07508 1.64157 -1.46284 -0.43
C 0.41008 2.36198 -0.42764 0.20
H -2.68138 -4.83786 1.65193 0.20
H -1.79860 -3.50758 -0.27427 0.21
H -2.80470 -3.74296 3.89428 0.19
H -2.47921 -1.71059 5.28895 0.18
H -1.79701 0.67568 5.39050 0.19
H -0.87247 1.81085 3.47512 0.20
H 1.01721 2.07817 2.91508 0.21
H 2.10576 4.19527 2.52322 0.19
H 2.13345 5.25141 0.27620 0.19
H 1.56222 5.06442 -2.14191 0.19
H 0.59527 3.71347 -4.00710 0.20
H -0.37665 1.46909 -3.46889 0.20
O 0.56261 -1.95560 -5.05909 -1.04
P -0.09164 -2.74390 -3.78311 2.54
O -0.74166 -3.97295 -4.28648 -1.17
O -0.84404 -1.74539 -2.95372 -1.24
O 1.25484 -3.16497 -2.96562 -1.13
P 2.45668 -2.36292 -2.25833 2.54
O 2.57555 -1.03509 -3.25953 -1.05
O 3.72278 -3.12354 -2.41129 -1.19
O 1.99312 -1.86018 -0.93352 -1.20
H 1.16008 -1.29320 -4.67957 0.50
H 3.39070 -1.15996 -3.75679 0.49
```

Energy relative to the best compared isomer or geometry (same formula, charge and spin) (kJ/mol): 0.0
DFT total energy (Eh): -2230.76702
LUMO energy (eV): 4.149
Net charge: -2